Entry 1:
{
  "formula": "C3H8FN3",
  "method": "ωB97M-V/def2-TZVPD",
  "energy_ha": -383.10786,
  "species": ["H", "H", "C", "H", "H", "H", "F", "C", "N", "H", "C", "H", "N", "H", "N"],
  "coordinates": [[0.83392, 2.13666, 0.54779], [-1.26858, -1.86495, 0.65554], [-1.25441, -1.03027, -0.03030], [-1.80321, 1.21859, 0.18053], [-1.18050, -1.49889, -1.03205], [1.00482, -1.94777, -0.41079], [-2.53032, -0.50486, 0.09729], [-0.25916, 0.08304, -0.03501], [-0.09375, 2.46704, 0.14489], [2.75887, -1.00059, -0.68351], [1.67318, -1.08094, 0.13462], [1.92980, -1.25765, 1.38064], [-0.84488, 1.25586, -0.00857], [-0.00622, 2.86614, -0.84252], [1.04046, 0.15859, -0.09855]]
}

***

Entry 2:
{
  "formula": "C32H64O22",
  "method": "ωB97M-V/def2-TZVPD",
  "smiles": "CCOC(=O)OC.CCOC(=O)OC.CCOC(=O)OC.CCOC(=O)OC.CCOC(=O)OC.CCOC(=O)OC.CCOC(=O)OC.C1CCOC1",
  "energy_ha": -2912.97743,
  "species": ["C", "O", "H", "C", "H", "O", "H", "H", "H", "O", "O", "H", "C", "H", "C", "C", "C", "O", "C", "C", "H", "H", "H", "C", "O", "C", "C", "H", "H", "H", "H", "H", "O", "H", "H", "H", "H", "O", "C", "O", "H", "H", "H", "H", "O", "H", "H", "H", "C", "O", "H", "H", "C", "H", "H", "H", "C", "O", "C", "C", "H", "O", "O", "H", "H", "H", "C", "O", "C", "O", "O", "H", "H", "H", "H", "H", "H", "O", "H", "H", "H", "H", "C", "H", "O", "H", "H", "H", "H", "H", "O", "H", "O", "H", "C", "O", "H", "H", "C", "C", "C", "C", "C", "H", "C", "C", "C", "H", "H", "H", "C", "C", "H", "H", "H", "H", "H", "C"],
  "coordinates": [[5.34920, -4.15417, 2.54875], [-7.02803, 1.51300, 0.13816], [-5.37582, 4.27427, 0.10695], [5.43492, -2.15477, 1.33966], [0.15206, 0.07811, -2.75850], [-6.21592, 2.23330, -1.85201], [2.22816, -7.78140, 5.90803], [6.94284, 1.59276, -0.50617], [7.91034, 0.35075, 0.45327], [0.61210, -6.70561, 4.17944], [0.91217, -1.25496, 1.42725], [2.03165, -4.84143, -2.14040], [0.05621, 1.37747, 1.42961], [4.87752, 0.48588, 0.74131], [6.97691, 0.89036, 0.32845], [2.07416, -2.20164, -0.86500], [-3.62795, 3.17382, -4.83006], [0.84417, 0.77287, 0.40070], [-6.17536, 1.51424, -0.87177], [-7.95858, 2.55696, 0.26077], [5.99070, -5.88665, -7.77932], [5.83912, -4.81794, 1.83425], [2.27493, -2.63678, 0.11393], [3.76589, 1.76572, 3.42093], [5.74112, -2.80277, 2.46030], [1.66489, -6.32425, 3.75744], [2.83922, -7.85957, 5.00912], [3.69139, -4.53597, -1.73895], [-9.36146, 3.20098, 1.78688], [-3.85753, 3.58877, 2.72813], [0.13287, 2.44986, 1.27420], [-4.36024, 2.78745, -4.12175], [-0.71148, 1.58757, -3.79003], [-3.41016, 3.29309, -6.99515], [-1.86445, 1.48323, 0.41405], [-1.86765, 1.49773, 2.16631], [5.03343, -3.88628, -7.55504], [1.84417, -5.25697, 2.98544], [-6.19786, 6.49785, 1.14871], [2.87361, -6.80179, 4.09521], [6.12942, -4.09499, -6.12320], [-8.17587, 1.97743, 2.35340], [3.83441, -8.10352, 5.38973], [2.58456, -8.83461, 4.57885], [-5.32211, 0.53421, -0.74122], [-4.60135, 2.13863, -6.57568], [-5.35114, 2.92671, 2.11372], [-9.05348, 7.76578, 1.48067], [-4.82849, 4.56712, 1.00638], [3.16091, -4.34289, -3.78517], [1.68766, 3.54065, 3.37109], [0.80554, -3.11732, 4.04926], [3.04470, -4.93473, -2.52532], [3.07201, -2.19908, -1.29889], [-0.78412, -3.14396, 3.24643], [4.27949, -4.27612, 2.35344], [-1.42757, 1.00881, 1.29286], [1.67925, -0.84656, -0.65595], [5.18886, -4.37370, -6.59360], [-8.79307, 2.31679, 1.51778], [4.82224, 1.47974, 3.33891], [4.79038, -2.61211, 0.44113], [3.26516, 1.83228, 2.08718], [-0.33447, -4.44892, 4.44489], [-7.73204, 8.92654, 1.97213], [1.37881, -2.76984, -1.47498], [5.76054, -0.01624, 0.33570], [-5.79042, 5.36010, 1.72375], [0.64837, -4.56298, 2.57184], [-5.76992, 6.99109, 0.14773], [-2.41019, 2.42550, -4.74885], [-9.40636, 1.41877, 1.38934], [6.89648, 1.55749, 1.19342], [-1.61757, -0.06084, 1.28600], [3.32185, 0.96612, 4.01507], [-3.44372, 4.23820, -4.68281], [1.00238, -3.89711, 1.78091], [-2.12073, 2.86519, -2.55712], [-3.98365, 5.17134, 0.67003], [1.12766, 1.52402, -2.74250], [4.25895, -6.04120, -7.53403], [0.01767, -5.23883, 1.98865], [-4.15819, 3.07104, -6.22524], [4.62060, 3.70748, 3.95531], [4.09693, -4.12240, -5.71381], [-0.36353, 1.44107, -1.76272], [3.96639, 3.67650, 1.43174], [-7.87106, 8.17755, 0.33794], [-3.81146, -0.58470, -1.60266], [5.56158, -0.41091, -0.66082], [5.35488, -4.72252, -3.96506], [-8.58086, 2.72311, -0.62091], [6.05406, -0.98630, 1.35997], [2.85466, 4.95225, 3.16472], [0.10159, 1.16478, -2.70679], [-7.21281, 6.95733, 1.88291], [-4.86511, 3.88807, -6.39391], [-3.88610, 2.64927, 1.16504], [1.10364, -0.52832, 0.49262], [-4.39281, 3.36315, 1.80887], [-7.99953, 8.03416, 1.41453], [3.67090, 3.17942, 4.02553], [-4.14509, 0.44919, -1.58150], [5.36946, -6.56532, -6.23709], [3.03204, 3.19713, 1.75314], [5.20067, -5.83296, -7.02414], [4.29464, -4.43693, -4.44443], [-7.54293, 3.56032, 0.41950], [-4.56186, 0.70903, -2.55261], [-3.37701, 1.06576, -1.13107], [0.00294, -3.75578, 3.67933], [-1.75764, 2.37422, -3.58988], [5.51633, -4.49179, 3.56713], [2.27879, 3.22555, 0.97092], [0.35066, 1.13990, 2.44945], [3.25084, -6.00880, -2.51648], [3.27654, 3.17343, 5.03868], [2.67564, 3.88700, 3.05774]]
}

***

no.,HOMO level (eV),maximum force (eV/Å),Kohn-Sham gap (eV)
1,-8.33,4.342,9.20
2,-9.80,2.746,10.37